Model 1:
One molecule with the formula C5H11NOS, computed with ωB97M-V with the def2-TZVPD basis set.

Atoms and positions in Å:
C1 0.483 -0.071 -0.182
C2 -0.279 2.285 0.108
C3 2.424 -1.350 0.694
C4 -1.575 -1.087 1.354
C5 0.011 1.148 -0.847
N1 1.850 -0.158 0.022
O1 2.542 0.800 -0.298
S1 -0.399 -1.579 0.021
H1 -0.354 3.271 -0.423
H2 0.549 2.402 0.837
H3 -1.165 2.315 0.686
H4 3.277 -1.795 0.018
H5 2.936 -1.020 1.586
H6 1.629 -2.020 0.865
H7 -0.901 -0.974 2.263
H8 -2.173 -2.028 1.385
H9 -2.027 -0.158 1.223
H10 0.790 1.367 -1.534
H11 -0.943 0.955 -1.356

Calculated values
total charge	0
multiplicity	1
LUMO energy (alpha / beta)	0.50 / 0.50	eV



Model 2:
One molecule with the formula C5H11NOS, computed with ωB97M-V with the def2-TZVPD basis set.

Atoms and positions in Å:
C1 -0.315 -1.076 2.277
C2 0.900 -1.059 1.214
N1 0.360 -0.938 -0.153
C3 0.342 0.391 -0.727
C4 -0.995 1.127 0.102
O1 -0.757 2.123 0.712
C5 0.140 0.333 -2.268
S1 0.328 1.900 -3.110
H1 -1.186 -1.598 2.005
H2 -0.584 0.023 2.415
H3 0.017 -1.487 3.261
H4 1.409 -2.051 1.206
H5 1.696 -0.236 1.495
H6 -0.256 -1.680 -0.363
H7 1.156 1.124 -0.420
H8 -2.032 0.755 -0.079
H9 0.876 -0.332 -2.753
H10 -0.877 -0.047 -2.551
H11 -0.222 2.728 -2.262

Calculated values
total charge	0
multiplicity	1
LUMO energy	0.92	eV
SMILES	CCN[C@H](C=O)CS



Model 3:
C5H11NOS as an isolated structure, computed with ωB97M-V with the def2-TZVPD basis set.

Atoms and positions in Å:
O1 0.989 2.798 1.076
C1 1.195 1.585 0.770
N1 0.115 0.713 0.992
C2 0.009 -0.403 -0.013
C3 -1.316 -1.119 0.049
C4 -1.703 0.095 -0.683
S1 1.405 1.469 -2.223
C5 0.996 -1.544 0.544
H1 1.958 1.172 0.060
H2 -0.873 1.183 1.329
H3 0.483 -0.114 -0.985
H4 -1.427 -2.179 -0.342
H5 -1.586 -1.114 1.119
H6 -2.223 0.950 -0.180
H7 -1.999 -0.059 -1.726
H8 0.162 1.974 -1.723
H9 1.979 -1.089 0.589
H10 0.799 -1.964 1.563
H11 1.038 -2.356 -0.215

Calculated values
total charge	0
multiplicity	1
LUMO energy	-2.57	eV



Which is most stable, and by how much? model 2, by 1.000 eV.



Model 1:
A 2-piece molecular cluster, C4H13NO2 overall, computed with ωB97M-V with the def2-TZVPD basis set.

Atoms and positions in Å:
C1 -0.185 0.495 -2.533
O1 -0.368 -0.317 -1.469
C2 0.571 -0.039 -0.432
C3 0.265 -1.088 0.655
C4 1.379 -1.122 1.718
N1 2.041 -2.448 1.890
H1 -1.052 0.365 -3.202
H2 0.730 0.224 -3.085
H3 -0.120 1.558 -2.244
H4 1.548 -0.251 -0.909
H5 0.571 1.024 -0.124
H6 -0.669 -0.856 1.202
H7 0.115 -2.048 0.125
H8 2.087 -0.331 1.403
H9 0.986 -0.843 2.714
H10 2.557 -2.485 2.776
H11 2.744 -2.522 1.147
O2 -4.561 3.718 0.455
H12 -4.029 4.180 -0.233
H13 -4.609 2.786 0.146

Calculated values
total charge	0
multiplicity	1
LUMO energy	0.62	eV
SMILES	COCCCN.O



Model 2:
A 2-piece molecular cluster, C4H13NO2 overall, computed with ωB97M-V with the def2-TZVPD basis set.

Atoms and positions in Å:
C1 -1.289 -0.383 2.155
C2 -0.345 -0.297 1.003
O1 0.787 -1.150 1.349
C3 -0.899 -0.634 -0.385
C4 0.238 -1.197 -1.330
N1 1.269 -0.202 -1.469
H1 -1.739 -1.408 2.170
H2 -0.709 -0.242 2.986
H3 -2.207 0.178 2.076
H4 0.005 0.824 0.911
H5 0.522 -1.946 1.785
H6 -1.190 0.222 -0.898
H7 -1.802 -1.385 -0.299
H8 -0.353 -1.550 -2.266
H9 0.590 -2.063 -0.746
H10 1.084 0.544 -2.219
H11 2.089 -0.753 -1.742
O2 0.921 3.876 -1.116
H12 1.473 4.245 -0.458
H13 1.556 3.321 -1.507

Calculated values
total charge	0
multiplicity	1
LUMO energy	0.89	eV
SMILES	C[C@@H](O)CCN.O



Model 3:
A 3-piece molecular cluster, C4H13NO2 overall, computed with ωB97M-V with the def2-TZVPD basis set.

Atoms and positions in Å:
C1 -1.064 0.390 -1.634
C2 0.263 0.377 -1.106
C3 1.336 -0.039 -1.946
N1 0.409 0.421 0.311
C4 1.797 0.857 0.809
H1 -1.517 0.810 -2.447
H2 -1.858 0.392 -0.883
H3 1.219 -0.741 -2.765
H4 2.072 -0.429 -1.342
H5 1.928 0.765 -2.486
H6 -0.330 0.883 0.898
H7 2.165 1.761 0.172
H8 2.366 0.058 0.510
H9 1.948 1.081 1.843
O1 -2.915 -0.241 1.071
H10 -3.130 -0.616 0.355
H11 -2.519 -0.793 1.709
O2 -1.132 -1.781 2.370
H12 -0.486 -1.609 3.030
H13 -0.552 -1.549 1.533

Calculated values
total charge	0
multiplicity	1
LUMO energy	0.57	eV
SMILES	C=C(C)NC.O.O



Which is most stable, and by how much? model 1, by 0.231 eV.



Model 1:
A 3-piece molecular cluster, C4H13NO2 overall, computed with ωB97M-V with the def2-TZVPD basis set.

Atoms and positions in Å:
C1 -0.437 2.948 -0.230
C2 -0.321 1.458 -0.271
C3 0.665 0.753 0.261
N1 0.719 -0.674 0.207
C4 2.070 -1.216 0.113
H1 0.453 3.506 -0.499
H2 -0.726 3.289 0.767
H3 -1.253 3.269 -0.880
H4 -1.150 0.883 -0.663
H5 1.543 1.224 0.669
H6 0.168 -1.138 0.921
H7 2.627 -1.441 0.998
H8 2.634 -0.615 -0.602
H9 2.012 -2.164 -0.436
O1 -1.232 -1.688 -1.724
H10 -0.992 -2.585 -1.461
H11 -0.590 -1.157 -1.206
O2 -1.776 -1.809 1.427
H12 -2.387 -1.824 0.680
H13 -2.028 -1.021 1.929

Calculated values
total charge	0
multiplicity	1
LUMO energy	0.79	eV
SMILES	C/C=C/NC.O.O



Model 2:
A 3-piece molecular cluster, C4H13NO2 overall, computed with ωB97M-V with the def2-TZVPD basis set.

Atoms and positions in Å:
C1 0.363 0.659 -1.342
C2 0.732 0.398 0.158
C3 0.854 1.765 0.811
N1 0.058 2.644 -0.116
C4 -0.630 1.789 -1.096
H1 0.254 -0.361 -1.693
H2 1.198 1.062 -1.911
H3 1.618 -0.218 0.312
H4 -0.086 -0.123 0.661
H5 0.566 1.832 1.856
H6 1.830 2.245 0.686
H7 -0.692 3.215 0.258
H8 -0.881 2.409 -1.959
H9 -1.569 1.338 -0.726
O1 -2.811 -3.400 0.803
H10 -2.186 -2.863 0.333
H11 -3.532 -2.722 0.811
O2 1.933 -3.044 0.782
H12 1.816 -3.606 0.028
H13 1.163 -3.018 1.344

Calculated values
total charge	0
multiplicity	1
LUMO energy	0.33	eV
SMILES	C1CCNC1.O.O



Which is most stable, and by how much? model 1, by 0.260 eV.



Model 1:
C5H5N3 as an isolated structure, computed with ωB97M-V with the def2-TZVPD basis set.

Atoms and positions in Å:
C1 -1.936 -0.548 -0.030
C2 -0.261 0.822 0.053
C3 0.917 1.412 0.138
C4 1.843 0.328 -0.112
C5 -0.457 -0.559 0.010
H1 -2.584 -1.007 -0.726
H2 -2.518 -0.943 0.860
H3 -2.128 1.370 0.659
H4 1.403 2.503 0.171
H5 2.804 0.825 -0.272
N1 -1.740 0.829 -0.223
N2 1.627 -0.971 -0.061
N3 0.454 -1.498 0.136

Calculated values
total charge	0
multiplicity	1
LUMO energy	0.43	eV



Model 2:
C5H5N3 as an isolated structure, computed with ωB97M-V with the def2-TZVPD basis set.

Atoms and positions in Å:
C1 -0.967 -1.419 0.581
C2 -0.677 -0.086 0.788
C3 -0.673 1.048 -0.193
C4 0.773 0.790 -0.328
C5 1.088 -0.216 -1.388
H1 -1.155 0.147 1.843
H2 -1.428 0.902 -1.053
H3 -1.002 1.943 0.011
H4 1.330 1.709 -0.306
H5 1.383 -0.998 0.832
N1 -1.056 -2.538 0.172
N2 0.766 -0.090 0.940
N3 1.618 -1.193 -1.898

Calculated values
total charge	0
multiplicity	1
LUMO energy	0.41	eV



Model 3:
One molecule with the formula C5H5N3, computed with ωB97M-V with the def2-TZVPD basis set.

Atoms and positions in Å:
C1 1.921 -0.137 0.601
C2 0.732 -0.030 -0.048
C3 0.042 1.169 -0.569
N1 -1.211 1.340 -0.410
C4 -1.894 0.473 0.459
N2 -1.921 -0.789 0.474
N3 -1.209 -1.506 -0.380
C5 0.039 -1.214 -0.637
H1 2.452 0.797 0.930
H2 2.359 -1.072 0.795
H3 0.621 1.849 -1.187
H4 -2.557 1.008 1.199
H5 0.625 -1.887 -1.227

Calculated values
total charge	0
multiplicity	1
LUMO energy	-0.13	eV
SMILES	C=C1C=NC=NN=C1



Which is most stable, and by how much? model 3, by 1.037 eV.



Model 1:
A 6-piece molecular cluster, H12O6 overall, computed with ωB97M-V with the def2-TZVPD basis set.

Atoms and positions in Å:
O1 -0.905 2.267 0.733
H1 0.099 2.548 0.401
H2 -1.339 1.994 -0.069
O2 5.218 0.134 -0.494
H3 6.130 0.448 -0.719
H4 4.786 -0.034 -1.304
O3 -1.302 -0.604 4.947
H5 -1.434 -0.354 5.796
H6 -0.362 -0.646 4.667
O4 0.149 0.779 2.617
H7 -0.566 0.347 3.096
H8 -0.411 1.260 2.066
O5 -1.105 -2.416 -5.738
H9 -0.282 -2.322 -6.263
H10 -1.602 -1.755 -6.074
O6 -2.421 -0.515 -0.836
H11 -2.690 -1.208 -1.388
H12 -1.965 0.076 -1.435

Calculated values
total charge	0
multiplicity	1
LUMO energy	0.33	eV
SMILES	O.O.O.O.O.O



Model 2:
A 6-piece molecular cluster, H12O6 overall, computed with ωB97M-V with the def2-TZVPD basis set.

Atoms and positions in Å:
O1 -1.456 -0.295 -3.469
H1 -1.454 -1.217 -3.736
H2 -0.953 -0.298 -2.679
O2 -0.745 -2.488 -0.199
H3 -0.142 -2.426 0.578
H4 -0.551 -3.381 -0.471
O3 2.617 0.352 2.017
H5 2.322 0.853 1.256
H6 1.831 -0.112 2.229
O4 -1.084 0.296 1.859
H7 -1.431 1.153 2.061
H8 -1.010 0.179 0.920
O5 0.979 2.208 0.435
H9 0.456 2.189 1.239
H10 0.969 3.137 0.247
O6 -0.383 0.111 -0.947
H11 -0.375 -0.815 -0.603
H12 0.412 0.550 -0.739

Calculated values
total charge	0
multiplicity	1
LUMO energy	0.11	eV
SMILES	O.O.O.O.O.O



Which is most stable, and by how much? model 2, by 1.377 eV.



Model 1:
A 4-piece molecular cluster, C8H12N4 overall, computed with ωB97M-V with the def2-TZVPD basis set.

Atoms and positions in Å:
C1 -3.842 2.075 0.877
C2 -4.718 0.973 0.448
N1 -5.424 0.138 0.105
H1 -3.451 1.775 1.851
H2 -4.427 2.974 1.060
H3 -3.037 2.236 0.169
C3 0.879 0.244 -2.485
C4 -0.179 0.595 -1.560
N2 -0.998 0.934 -0.831
H4 1.844 0.505 -2.045
H5 0.790 0.855 -3.384
H6 0.864 -0.810 -2.748
C5 2.834 -2.491 -0.520
C6 3.532 -1.224 -0.796
N3 4.019 -0.198 -0.974
H7 1.782 -2.270 -0.386
H8 3.287 -2.958 0.351
H9 3.026 -3.163 -1.357
C7 0.147 0.181 1.994
C8 1.385 -0.565 2.104
N4 2.371 -1.134 2.253
H10 0.290 1.139 1.493
H11 -0.322 0.518 2.922
H12 -0.649 -0.329 1.457

Calculated values
total charge	0
multiplicity	1
LUMO energy	0.43	eV
SMILES	CC#N.CC#N.CC#N.CC#N



Model 2:
A 4-piece molecular cluster, C8H12N4 overall, computed with ωB97M-V with the def2-TZVPD basis set.

Atoms and positions in Å:
C1 -7.453 1.789 6.208
C2 -6.030 1.657 5.876
N1 -4.835 1.547 5.664
H1 -8.097 0.947 5.952
H2 -7.710 2.733 5.728
H3 -7.494 1.971 7.281
C3 4.011 -4.914 -2.513
C4 4.401 -3.859 -1.669
N2 4.670 -2.922 -1.012
H4 4.632 -4.762 -3.396
H5 2.971 -4.909 -2.840
H6 4.360 -5.893 -2.185
C5 1.366 2.582 2.532
C6 0.934 3.126 1.248
N3 0.671 3.590 0.206
H7 2.105 1.816 2.296
H8 0.577 2.037 3.050
H9 1.878 3.256 3.219
C7 1.748 0.144 -5.520
C8 0.828 -0.132 -6.673
N4 0.141 -0.337 -7.584
H10 2.149 -0.768 -5.080
H11 1.491 0.901 -4.779
H12 2.687 0.402 -6.010

Calculated values
total charge	0
multiplicity	1
LUMO energy	0.44	eV
SMILES	CC#N.CC#N.CC#N.CC#N



Which is most stable, and by how much? model 1, by 1.145 eV.